1.
ORCA calculation (wB97M-V/def2-TZVPD) on a structure of composition C30H22FeN6O4 at a distorted geometry.

Its HOMO energy (spin up / spin down) is -0.386 / -0.392 Eh. Its expectation value of S² is 8.775. Its spin multiplicity is 6. Its total energy is -3049.3433 Eh. As for the relative energy (zero: lowest compared OMol25 entry of this formula, charge and spin): 62.3 kcal per mole. The calculation puts the maximum force at 4.082 eV/A. As for the net charge: +1.

Last column: Mulliken charge in e.
Positions of all 63 atoms, in Å:
1 Fe 10.9508 13.4634 7.2772  0.584
2 C 15.1319 12.3140 7.4802  -0.872
3 C 13.7562 12.1995 7.3432  0.205
4 N 13.1269 13.2966 7.1271  0.120
5 C 13.7261 14.5555 7.2012  0.327
6 C 15.0551 14.6866 7.4671  0.497
7 C 15.8053 13.5185 7.5784  -0.725
8 C 15.5633 16.0217 7.7786  -0.725
9 C 14.7159 17.0610 7.9736  -1.145
10 C 13.2826 16.8583 7.7433  -0.824
11 C 12.8124 15.6620 7.3133  0.694
12 N 11.4322 15.2931 7.1182  0.131
13 C 10.4187 16.2764 7.0605  0.514
14 C 10.4701 17.6946 6.7836  -0.809
15 C 9.2353 18.4624 6.5683  -0.919
16 C 8.0553 17.8248 6.5509  -0.890
17 C 7.8861 16.4370 6.9182  1.164
18 C 6.6615 15.7463 7.0640  -0.764
19 C 6.7255 14.4275 7.4502  -0.742
20 C 7.9404 13.7584 7.5704  -0.154
21 N 9.0910 14.3844 7.3911  0.331
22 C 9.0799 15.7039 7.1136  0.283
23 H 15.7275 11.4007 7.6263  0.385
24 H 13.2323 11.1960 7.3169  0.432
25 H 16.8190 13.4875 7.8286  0.521
26 H 16.6201 15.9361 7.8250  0.441
27 H 15.1805 18.0075 8.0317  0.414
28 H 12.7496 17.6966 8.0552  0.720
29 H 11.4231 18.1952 6.6047  0.574
30 H 9.3172 19.5051 6.3920  0.464
31 H 7.1932 18.5014 6.5088  0.310
32 H 5.6909 16.2203 6.7882  0.421
33 H 5.8489 13.8230 7.6155  0.504
34 H 7.9937 12.6300 7.6931  0.270
35 N 10.8467 12.4776 5.3929  -0.408
36 C 9.6568 11.6777 5.1374  0.315
37 C 8.4317 12.2125 4.8682  -0.031
38 C 7.3649 11.3989 4.5160  -0.588
39 C 7.6207 10.0238 4.4425  -0.278
40 C 8.9036 9.5619 4.8363  -0.448
41 N 9.9062 10.3911 5.1776  -0.595
42 H 11.6647 11.8291 5.3056  0.486
43 H 11.1886 13.1901 4.7137  0.308
44 H 8.2265 13.2819 4.9933  0.416
45 H 6.3159 11.7774 4.3669  0.374
46 H 6.8802 9.2497 4.1512  0.349
47 H 9.0461 8.4975 4.8749  0.412
48 O 8.7365 10.8767 8.7023  -0.642
49 C 9.8836 11.1048 8.9494  0.210
50 O 10.5623 12.2305 8.5491  -0.628
51 C 10.9051 10.1672 9.5604  0.018
52 C 10.8088 8.7950 9.7189  -0.585
53 C 11.8311 8.1401 10.3681  -0.432
54 C 12.9495 8.8012 10.7513  -0.572
55 C 13.0835 10.1409 10.4519  0.131
56 C 12.0460 10.8482 9.9471  -0.099
57 N 14.2969 10.9281 10.8280  1.015
58 O 15.3843 10.4133 10.7161  -0.574
59 O 14.0978 12.1124 11.0527  -0.552
60 H 9.9325 8.2274 9.3717  0.471
61 H 11.7691 6.9531 10.4143  0.236
62 H 13.8782 8.3193 11.1545  0.387
63 H 12.2194 11.9492 9.7269  0.564

---

2.
ORCA calculation (wB97M-V/def2-TZVPD) on a structure of composition C30H22N5RhS3 at a distorted geometry.

Its HOMO energy (spin up / spin down) is -0.473 / -0.473 Eh. Its total energy is -2734.8188 Eh. As for the relative energy (zero: lowest compared OMol25 entry of this formula, charge and spin): 34.1 kcal per mole. The calculation puts the maximum force at 3.148 eV/A. As for the net charge: +2.

Last column: Mulliken charge in e.
Positions of all 61 atoms, in Å:
1 Rh 0.3327 0.5573 -0.1839  0.037
2 S -5.2606 2.2993 0.5764  -0.118
3 C -6.6931 3.0026 1.1586  -0.385
4 C -6.4991 3.7130 2.3179  -0.576
5 C -5.1721 3.6897 2.7476  -0.450
6 C -4.3406 2.9636 1.9123  0.219
7 C -2.9278 2.7478 2.0412  0.959
8 C -2.1968 2.0940 1.0193  -0.808
9 N -0.9071 1.8733 1.0750  0.182
10 C -0.1918 2.2668 2.1575  0.320
11 C -0.8314 2.9249 3.2428  0.764
12 C -0.0558 3.2710 4.3906  -1.096
13 C 1.2509 2.9283 4.4852  -1.088
14 C 1.9132 2.2325 3.4266  0.775
15 C 3.2283 1.7748 3.5272  -0.539
16 C 3.8123 1.0544 2.4795  1.123
17 C 3.0508 0.9276 1.2934  -1.208
18 N 1.8124 1.3611 1.1782  0.039
19 C 1.1948 1.9565 2.2338  -0.389
20 C 5.1304 0.4955 2.5739  0.198
21 C 5.7496 -0.4082 1.7252  -0.391
22 C 7.0400 -0.7465 2.1312  -0.620
23 C 7.4144 -0.1073 3.2890  -0.338
24 S 6.1983 0.9036 3.9042  -0.150
25 C -2.2025 3.1625 3.1602  -0.443
26 H -7.6132 2.8687 0.6252  0.452
27 H -7.2864 4.2324 2.8306  0.426
28 H -4.8335 4.2018 3.6287  0.364
29 H -2.7127 1.7554 0.1304  0.496
30 H -0.5495 3.7844 5.2011  0.475
31 H 1.8159 3.1619 5.3741  0.493
32 H 3.7926 1.9600 4.4300  0.494
33 H 3.4954 0.4882 0.4091  0.492
34 H 5.2857 -0.8318 0.8540  0.373
35 H 7.6838 -1.4272 1.6025  0.411
36 H 8.3516 -0.1941 3.8077  0.457
37 H -2.6971 3.6541 3.9842  0.446
38 C -1.4076 -3.7132 1.6708  -0.095
39 C -0.4879 -2.9505 2.3763  -0.899
40 C 0.0096 -1.7973 1.7957  0.021
41 N -0.3566 -1.3900 0.5803  0.116
42 C -1.2340 -2.1256 -0.1019  0.057
43 C -1.7826 -3.2919 0.4041  -0.904
44 H -1.8174 -4.6163 2.0970  0.434
45 H -0.1562 -3.2412 3.3591  0.431
46 H 0.7257 -1.1819 2.3275  0.328
47 H -1.5033 -1.7700 -1.0872  0.363
48 H -2.4852 -3.8533 -0.1919  0.426
49 C 0.0486 4.4981 -5.1803  -1.153
50 C 0.4727 3.7324 -3.9872  0.867
51 C 1.3705 4.2183 -3.0224  -1.057
52 C 1.5412 3.4615 -1.8743  0.062
53 N 0.9249 2.2989 -1.6932  -0.086
54 C 0.1564 1.8648 -2.7097  0.632
55 S -0.5216 0.3109 -2.4204  -0.324
56 N -0.0750 2.5379 -3.8077  -0.494
57 H 0.6936 5.3510 -5.3726  0.356
58 H -0.9688 4.8537 -5.0044  0.292
59 H -0.0047 3.8527 -6.0553  0.360
60 H 1.8831 5.1559 -3.1532  0.378
61 H 2.1753 3.7985 -1.0653  0.490

---

3.
ORCA calculation (wB97M-V/def2-TZVPD) on a structure of composition C30H23BrN5O5Sn.

Its HOMO energy is -0.412 Eh. Its total energy is -4595.1019 Eh. As for the relative energy (zero: lowest compared OMol25 entry of this formula, charge and spin): 21.1 kcal per mole. The calculation puts the maximum force at 0.305 eV/A. As for the net charge: +1.

Last column: Mulliken charge in e.
Positions of all 65 atoms, in Å:
1 Sn 1.5399 1.3052 1.3883  1.062
2 O 0.3750 -5.9704 -1.5411  -0.595
3 N -0.0831 -4.8597 -1.6570  1.058
4 O -0.9493 -4.5337 -2.4436  -0.597
5 C 0.4037 -3.8264 -0.7212  0.004
6 C 0.8275 -4.2645 0.4787  -0.985
7 C 1.2623 -3.3402 1.4764  1.255
8 C 1.7471 -3.7460 2.7316  -0.671
9 C 2.1700 -2.7982 3.6263  -0.841
10 C 2.1013 -1.4505 3.2601  -0.402
11 N 1.6467 -1.0483 2.0885  -0.036
12 C 1.2294 -1.9721 1.1975  -0.154
13 C 0.7828 -1.5155 -0.0954  -0.193
14 N 0.8003 -0.1867 -0.3085  0.377
15 C 0.4851 0.2878 -1.4955  -0.717
16 C 0.1295 -0.5495 -2.5539  -1.108
17 C 0.0716 -1.9046 -2.3526  -0.778
18 C 0.3886 -2.4317 -1.0841  1.067
19 H 0.8383 -5.3265 0.6822  0.554
20 H 1.7906 -4.8000 2.9740  0.495
21 H 2.5587 -3.0699 4.5965  0.437
22 H 2.4317 -0.6744 3.9417  0.485
23 H 0.5258 1.3635 -1.6185  0.581
24 H -0.0954 -0.1229 -3.5204  0.493
25 H -0.2110 -2.5639 -3.1575  0.631
26 C -5.5351 1.9677 0.9056  -1.042
27 N -4.2356 1.5197 0.4320  0.102
28 N -3.0997 2.1780 0.8749  0.397
29 C -2.0230 1.3223 0.8055  0.521
30 O -0.8526 1.7165 1.0059  -0.600
31 C -2.5568 0.0585 0.4187  -0.478
32 C -3.9017 0.2222 0.2300  0.130
33 C -4.9389 -0.7913 -0.0988  -1.562
34 C -3.0096 3.5998 0.8005  -0.221
35 C -2.4502 4.2931 1.8619  -0.286
36 C -2.3334 5.6721 1.7801  -0.766
37 C -2.7901 6.3472 0.6572  -0.409
38 C -3.3564 5.6431 -0.3959  -0.760
39 C -3.4591 4.2624 -0.3335  0.276
40 H -5.5402 3.0534 0.9463  0.373
41 H -5.7564 1.5679 1.8975  0.342
42 H -6.2959 1.6464 0.1987  0.380
43 H -2.0038 -0.8536 0.2818  0.482
44 H -4.4739 -1.7625 -0.2458  0.365
45 H -5.4748 -0.5214 -1.0091  0.367
46 H -5.6688 -0.8788 0.7074  0.364
47 H -2.1091 3.7519 2.7334  0.447
48 H -1.8935 6.2214 2.6010  0.396
49 H -2.7058 7.4237 0.6025  0.416
50 H -3.7085 6.1673 -1.2738  0.389
51 H -3.8824 3.7001 -1.1563  0.455
52 Br 4.4155 -3.9494 -0.4645  -0.166
53 C 4.9811 -2.2781 -1.1760  0.031
54 C 5.9760 -2.2384 -2.1373  -0.452
55 C 6.3595 -1.0048 -2.6491  -0.540
56 C 5.7491 0.1617 -2.2151  -0.634
57 C 4.7514 0.1027 -1.2493  0.013
58 C 4.3744 -1.1248 -0.7204  0.290
59 C 4.0504 1.3649 -0.8197  0.196
60 O 4.2895 2.4334 -1.3251  -0.624
61 O 3.1165 1.1589 0.0845  -0.373
62 H 6.4432 -3.1508 -2.4802  0.417
63 H 7.1385 -0.9617 -3.3982  0.401
64 H 6.0277 1.1268 -2.6151  0.494
65 H 3.6153 -1.1686 0.0455  0.443

---

Among the records above, which one has the highest total energy? C30H22N5RhS3

---

Which formula does entry 3 have? C30H23BrN5O5Sn